Formula: C65H42O13
Source: the OMol25 dataset
Level of theory: ωB97M-V with the def2-TZVPD basis set

Last columns: bonded neighbours and bond lengths (Å).
Geometry (Å):
1 O -1.7687 4.2650 -0.3939  C2 1.216
2 C -2.2066 3.4327 0.3764  O1 1.216, C3 1.488, C16 1.489
3 C -2.7807 2.1537 -0.1233  C2 1.488, C4 1.389, C8 1.397
4 C -2.7915 1.9070 -1.4904  C3 1.389, C5 1.384, H17 1.081
5 C -3.2949 0.7107 -1.9722  C4 1.384, C6 1.391, H18 1.082
6 C -3.7881 -0.2471 -1.0928  C5 1.391, C7 1.385, H19 1.082
7 C -3.7880 -0.0017 0.2700  C6 1.385, C8 1.389, H20 1.081
8 C -3.2893 1.1980 0.7603  C3 1.397, C7 1.389, C9 1.490
9 C -3.3114 1.4465 2.2294  C8 1.490, O10 1.213, C11 1.491
10 O -3.7917 0.6384 2.9963  C9 1.213
11 C -2.7181 2.7200 2.7283  C9 1.491, C12 1.388, C16 1.396
12 C -2.6972 2.9623 4.0946  C11 1.388, C13 1.384, H21 1.081
13 C -2.1260 4.1237 4.5858  C12 1.384, C14 1.390, H22 1.082
14 C -1.5750 5.0524 3.7097  C13 1.390, C15 1.384, H23 1.082
15 C -1.6042 4.8228 2.3448  C14 1.384, C16 1.390, H24 1.081
16 C -2.1763 3.6581 1.8475  C2 1.489, C11 1.396, C15 1.390
17 H -2.4008 2.6541 -2.1672  C4 1.081
18 H -3.2996 0.5199 -3.0373  C5 1.082
19 H -4.1654 -1.1892 -1.4680  C6 1.082
20 H -4.1707 -0.7388 0.9618  C7 1.081
21 H -3.1271 2.2336 4.7676  C12 1.081
22 H -2.1028 4.3030 5.6522  C13 1.082
23 H -1.1224 5.9562 4.0949  C14 1.082
24 H -1.1829 5.5416 1.6559  C15 1.081
25 O 1.2778 -1.1343 10.8798  C26 1.212
26 C 1.0335 -0.2699 10.0655  O25 1.212, C27 1.491, C40 1.490
27 C 1.7943 1.0126 10.0535  C26 1.491, C28 1.389, C32 1.396
28 C 2.8135 1.2001 10.9783  C27 1.389, C29 1.384, H41 1.081
29 C 3.5501 2.3720 10.9660  C28 1.384, C30 1.391, H42 1.082
30 C 3.2732 3.3620 10.0293  C29 1.391, C31 1.384, H43 1.082
31 C 2.2519 3.1850 9.1120  C30 1.384, C32 1.389, H44 1.081
32 C 1.5065 2.0127 9.1224  C27 1.396, C31 1.389, C33 1.490
33 C 0.4013 1.8487 8.1363  C32 1.490, O34 1.214, C35 1.490
34 O 0.1213 2.7352 7.3562  C33 1.214
35 C -0.3441 0.5583 8.1334  C33 1.490, C36 1.389, C40 1.396
36 C -1.3562 0.3665 7.2019  C35 1.389, C37 1.384, H45 1.081
37 C -2.0453 -0.8331 7.1639  C36 1.384, C38 1.391, H46 1.082
38 C -1.7259 -1.8480 8.0597  C37 1.391, C39 1.384, H47 1.082
39 C -0.7253 -1.6596 8.9978  C38 1.384, C40 1.389, H48 1.081
40 C -0.0325 -0.4563 9.0407  C26 1.490, C35 1.396, C39 1.389
41 H 3.0226 0.4223 11.6993  C28 1.081
42 H 4.3450 2.5155 11.6858  C29 1.082
43 H 3.8560 4.2734 10.0167  C30 1.082
44 H 2.0247 3.9497 8.3826  C31 1.081
45 H -1.5920 1.1605 6.5070  C36 1.081
46 H -2.8304 -0.9794 6.4336  C37 1.082
47 H -2.2609 -2.7877 8.0252  C38 1.082
48 H -0.4723 -2.4405 9.7012  C39 1.081
49 O -1.9470 -8.7156 -2.2447  C50 1.213
50 C -2.3525 -7.5884 -2.0573  O49 1.213, C51 1.491, C64 1.491
51 C -1.9639 -6.4703 -2.9633  C50 1.491, C52 1.389, C56 1.396
52 C -1.1438 -6.7385 -4.0512  C51 1.389, C53 1.384, H65 1.081
53 C -0.7927 -5.7192 -4.9197  C52 1.384, C54 1.390, H66 1.082
54 C -1.2592 -4.4269 -4.7063  C53 1.390, C55 1.384, H67 1.082
55 C -2.0668 -4.1515 -3.6165  C54 1.384, C56 1.389, H68 1.081
56 C -2.4203 -5.1697 -2.7398  C51 1.396, C55 1.389, C57 1.490
57 C -3.2782 -4.8491 -1.5651  C56 1.490, O58 1.214, C59 1.490
58 O -3.6344 -3.7099 -1.3439  C57 1.214
59 C -3.6861 -5.9691 -0.6717  C57 1.490, C60 1.389, C64 1.397
60 C -4.5130 -5.7012 0.4120  C59 1.389, C61 1.384, H69 1.081
61 C -4.9204 -6.7319 1.2410  C60 1.384, C62 1.391, H70 1.082
62 C -4.5040 -8.0352 0.9915  C61 1.391, C63 1.384, H71 1.082
63 C -3.6728 -8.3067 -0.0817  C62 1.384, C64 1.389, H72 1.081
64 C -3.2582 -7.2760 -0.9152  C50 1.491, C59 1.397, C63 1.389
65 H -0.7875 -7.7464 -4.2127  C52 1.081
66 H -0.1540 -5.9294 -5.7673  C53 1.082
67 H -0.9885 -3.6342 -5.3911  C54 1.082
68 H -2.4286 -3.1488 -3.4366  C55 1.081
69 H -4.8329 -4.6851 0.5955  C60 1.081
70 H -5.5659 -6.5219 2.0835  C61 1.082
71 H -4.8287 -8.8399 1.6376  C62 1.082
72 H -3.3399 -9.3154 -0.2821  C63 1.081
73 O 3.6072 -4.2063 -7.7269  C74 1.213
74 C 4.1674 -4.1372 -6.6533  O73 1.213, C75 1.490, C88 1.491
75 C 5.0832 -3.0064 -6.3323  C74 1.490, C76 1.389, C80 1.397
76 C 5.2775 -2.0070 -7.2775  C75 1.389, C77 1.384, H89 1.081
77 C 6.1024 -0.9339 -6.9879  C76 1.384, C78 1.391, H90 1.082
78 C 6.7367 -0.8535 -5.7527  C77 1.391, C79 1.384, H91 1.082
79 C 6.5550 -1.8517 -4.8110  C78 1.384, C80 1.389, H92 1.081
80 C 5.7311 -2.9327 -5.0972  C75 1.397, C79 1.389, C81 1.491
81 C 5.5601 -4.0028 -4.0735  C80 1.491, O82 1.212, C83 1.491
82 O 6.1583 -3.9634 -3.0198  C81 1.212
83 C 4.6251 -5.1220 -4.3853  C81 1.491, C84 1.389, C88 1.396
84 C 4.4179 -6.1134 -3.4344  C83 1.389, C85 1.384, H93 1.081
85 C 3.5352 -7.1473 -3.6952  C84 1.384, C86 1.391, H94 1.082
86 C 2.8563 -7.1958 -4.9080  C85 1.391, C87 1.384, H95 1.082
87 C 3.0675 -6.2166 -5.8632  C86 1.384, C88 1.389, H96 1.081
88 C 3.9525 -5.1775 -5.6074  C74 1.491, C83 1.396, C87 1.389
89 H 4.7767 -2.0779 -8.2328  C76 1.081
90 H 6.2506 -0.1550 -7.7238  C77 1.082
91 H 7.3742 -0.0095 -5.5260  C78 1.082
92 H 7.0468 -1.8017 -3.8497  C79 1.081
93 H 4.9487 -6.0630 -2.4940  C84 1.081
94 H 3.3708 -7.9160 -2.9519  C85 1.082
95 H 2.1606 -8.0009 -5.1062  C86 1.082
96 H 2.5458 -6.2500 -6.8099  C87 1.081
97 C -0.9864 6.4835 -6.4260  C98 1.503, H111 1.091, H112 1.087, H113 1.088
98 C 0.0908 5.5845 -5.8879  C97 1.503, O99 1.201, O100 1.370
99 O 1.1082 5.3497 -6.4822  C98 1.201
100 O -0.1796 4.9639 -4.6965  C98 1.370, C101 1.429
101 C -0.2411 5.8166 -3.5512  O100 1.429, C102 1.520, H114 1.092, H115 1.092
102 C 1.1404 6.0145 -2.9493  C101 1.520, C103 1.543, H116 1.092, H117 1.090
103 C 1.1410 6.6923 -1.5634  C102 1.543, C104 1.490, H118 1.093, H119 1.092
104 C 0.2950 7.9123 -1.4318  C103 1.490, C105 1.337, C109 1.501
105 C -1.0297 8.0944 -1.4413  C104 1.337, C106 1.475, H120 1.081
106 C -1.3164 9.5336 -1.2897  C105 1.475, O107 1.189, O108 1.395
107 O -2.3436 10.1027 -1.1060  C106 1.189
108 O -0.0962 10.2080 -1.3200  C106 1.395, C109 1.375
109 C 0.8996 9.2674 -1.2026  C104 1.501, O108 1.375, O110 1.191
110 O 2.0177 9.5407 -0.8970  C109 1.191
111 H -1.0909 7.3738 -5.8036  C97 1.091
112 H -0.6896 6.8094 -7.4193  C97 1.087
113 H -1.9509 5.9814 -6.4589  C97 1.088
114 H -0.9159 5.3645 -2.8212  C101 1.092
115 H -0.6679 6.7835 -3.8261  C101 1.092
116 H 1.7419 6.6203 -3.6297  C102 1.092
117 H 1.6028 5.0333 -2.8440  C102 1.090
118 H 2.1706 7.0077 -1.3769  C103 1.093
119 H 0.9010 5.9741 -0.7763  C103 1.092
120 H -1.7766 7.3210 -1.5526  C105 1.081

Values from the calculation:
Orbital gap, eV: 8.6947
Structure (SMILES): O=C1c2ccccc2C(=O)c2ccccc21.O=C1c2ccccc2C(=O)c2ccccc21.O=C1c2ccccc2C(=O)c2ccccc21.O=C1c2ccccc2C(=O)c2ccccc21.CC(=O)OCCCC1=CC(=O)OC1=O
LUMO level, eV: -1.2

Atom charges from the Mulliken analysis, given in e for atoms 1 to 6:
1 O -0.66
2 C 0.44
3 C 0.17
4 C -0.50
5 C -0.75
6 C -0.25



Formula: C30H52O36S7
Source: the OMol25 dataset
Level of theory: ωB97M-V with the def2-TZVPD basis set

Last columns: bonded neighbours and bond lengths (Å).
Geometry (Å):
1 O 5.4909 -2.5915 3.8817  C2 1.210
2 C 4.3012 -2.6227 4.0988  O1 1.210, O3 1.299, C6 1.464
3 O 3.8626 -2.2847 5.2740  C2 1.299, C4 1.438
4 C 2.4292 -2.1848 5.3155  O3 1.438, C5 1.530, H7 1.090, H8 1.090
5 C 2.0583 -1.9472 3.8507  C4 1.530, C6 1.497, H9 1.090, H10 1.090
6 C 3.1378 -2.7734 3.2232  C2 1.464, C5 1.497, H11 1.090, H12 1.090
7 H 1.8838 -1.4797 5.9428  C4 1.090
8 H 2.0697 -3.0590 5.8584  C4 1.090
9 H 2.2232 -0.9213 3.5214  C5 1.090
10 H 1.0742 -2.3723 3.6532  C5 1.090
11 H 3.3156 -2.4797 2.1887  C6 1.090
12 H 2.8187 -3.8127 3.1442  C6 1.090
13 O -4.8806 0.1362 0.7939  C14 1.228
14 C -5.1029 0.8722 -0.1630  O13 1.228, O15 1.439, C18 1.491
15 O -4.0979 1.6593 -0.8269  C14 1.439, C16 1.474
16 C -4.8226 2.6172 -1.6814  O15 1.474, C17 1.533, H19 1.090, H20 1.090
17 C -6.2849 2.7211 -1.2340  C16 1.533, C18 1.580, H21 1.090, H22 1.090
18 C -6.4146 1.2115 -0.7854  C14 1.491, C17 1.580, H23 1.090, H24 1.090
19 H -4.8167 2.3322 -2.7335  C16 1.090
20 H -4.3776 3.6014 -1.5348  C16 1.090
21 H -6.9056 3.0018 -2.0849  C17 1.090
22 H -6.4703 3.4316 -0.4284  C17 1.090
23 H -6.5077 0.4031 -1.5106  C18 1.090
24 H -7.0269 1.1122 0.1109  C18 1.090
25 O 1.7541 0.8874 5.6542  C26 1.243
26 C 0.5822 1.2486 5.4485  O25 1.243, O27 1.295, C30 1.514
27 O 0.2010 2.4717 5.2610  C26 1.295, C28 1.440
28 C -1.2084 2.5993 4.9923  O27 1.440, C29 1.450, H31 1.090, H32 1.090
29 C -1.5180 1.3388 4.3460  C28 1.450, C30 1.541, H33 1.090, H34 1.090
30 C -0.5713 0.3505 5.0542  C26 1.514, C29 1.541, H35 1.090, H36 1.090
31 H -1.4420 3.5127 4.4453  C28 1.090
32 H -1.7558 2.7786 5.9177  C28 1.090
33 H -1.3193 1.2733 3.2762  C29 1.090
34 H -2.5211 1.0098 4.6175  C29 1.090
35 H -0.0917 -0.4162 4.4458  C30 1.090
36 H -0.9096 -0.1773 5.9459  C30 1.090
37 O 6.5148 0.9188 0.2595  C38 1.232
38 C 5.6584 1.0741 1.1314  O37 1.232, O39 1.394, C42 1.522
39 O 5.7148 0.4893 2.3955  C38 1.394, C40 1.426
40 C 4.6263 0.9477 3.1945  O39 1.426, C41 1.481, H43 1.090, H44 1.090
41 C 3.6562 1.5634 2.2594  C40 1.481, C42 1.511, H45 1.090, H46 1.090
42 C 4.4066 1.9293 1.0001  C38 1.522, C41 1.511, H47 1.090, H48 1.090
43 H 4.9839 1.6544 3.9434  C40 1.090
44 H 4.1003 0.1531 3.7238  C40 1.090
45 H 3.2152 2.4720 2.6694  C41 1.090
46 H 2.7532 0.9877 2.0558  C41 1.090
47 H 4.6279 2.9950 0.9407  C42 1.090
48 H 3.9036 1.5952 0.0926  C42 1.090
49 C -0.9169 -3.2739 -5.3738  C50 1.524, O55 1.474, H56 1.090, H57 1.090
50 C -1.3901 -2.2393 -4.3605  C49 1.524, O51 1.392, H58 1.090, H59 1.090
51 O -1.2225 -2.8864 -3.1390  C50 1.392, S52 1.689
52 S -1.4273 -4.5557 -3.2892  O51 1.689, O53 1.475, O54 1.447, O55 1.613
53 O -2.8258 -4.9269 -3.5762  S52 1.475
54 O -0.6985 -5.1922 -2.2132  S52 1.447
55 O -0.5389 -4.4908 -4.6338  C49 1.474, S52 1.613
56 H -0.0876 -3.1211 -6.0645  C49 1.090
57 H -1.6653 -3.5518 -6.1160  C49 1.090
58 H -2.3471 -1.8305 -4.6848  C50 1.090
59 H -0.6965 -1.4059 -4.2493  C50 1.090
60 C -2.7154 -1.8620 2.1522  C61 1.619, O66 1.330, H67 1.090, H68 1.090
61 C -4.2018 -2.1696 2.7158  C60 1.619, O62 1.431, H69 1.090, H70 1.090
62 O -3.9679 -3.0486 3.8202  C61 1.431, S63 1.586
63 S -2.5078 -3.6664 3.8576  O62 1.586, O64 1.433, O65 1.451, O66 1.663
64 O -2.4139 -5.0911 3.7314  S63 1.433
65 O -1.8333 -3.0591 4.9899  S63 1.451
66 O -2.0158 -2.9563 2.4368  C60 1.330, S63 1.663
67 H -2.2384 -1.0412 2.6878  C60 1.090
68 H -2.6197 -1.5465 1.1133  C60 1.090
69 H -4.6190 -2.5892 1.8004  C61 1.090
70 H -4.6875 -1.2658 3.0837  C61 1.090
71 C 5.3651 2.5836 -3.4415  C72 1.545, O77 1.469, H78 1.090, H79 1.090
72 C 4.7872 2.8122 -2.0268  C71 1.545, O73 1.397, H80 1.090, H81 1.090
73 O 3.6217 3.5801 -2.0898  C72 1.397, S74 1.667
74 S 3.4591 4.4077 -3.5279  O73 1.667, O75 1.481, O76 1.464, O77 1.652
75 O 4.4263 5.5262 -3.6046  S74 1.481
76 O 2.0521 4.5192 -3.9161  S74 1.464
77 O 4.2759 3.1610 -4.2402  C71 1.469, S74 1.652
78 H 5.7356 1.5772 -3.6365  C71 1.090
79 H 6.2013 3.2772 -3.5301  C71 1.090
80 H 5.6810 3.2341 -1.5673  C72 1.090
81 H 4.6078 1.8244 -1.6022  C72 1.090
82 C -1.6812 6.4958 -0.6331  C83 1.472, O88 1.427, H89 1.090, H90 1.090
83 C -0.7504 5.6132 -1.3548  C82 1.472, O84 1.466, H91 1.090, H92 1.090
84 O -0.2764 4.5576 -0.4550  C83 1.466, S85 1.660
85 S -0.5662 4.9868 1.1223  O84 1.660, O86 1.488, O87 1.490, O88 1.642
86 O 0.6244 5.2968 1.9593  S85 1.488
87 O -1.6312 4.0725 1.6221  S85 1.490
88 O -1.1807 6.4505 0.7022  C82 1.427, S85 1.642
89 H -2.6452 5.9974 -0.7353  C82 1.090
90 H -1.6499 7.5501 -0.9079  C82 1.090
91 H 0.1311 6.1873 -1.6405  C83 1.090
92 H -1.0856 5.0665 -2.2362  C83 1.090
93 C -0.8831 0.3392 -1.5483  C94 1.428, O99 1.391, H100 1.090, H101 1.090
94 C -0.9097 1.2316 -0.4333  C93 1.428, O95 1.465, H102 1.090, H103 1.090
95 O 0.3347 0.9594 0.2900  C94 1.465, S96 1.640
96 S 1.1740 -0.3691 -0.1778  O95 1.640, O97 1.454, O98 1.486, O99 1.693
97 O 1.3835 -1.3865 0.8402  S96 1.454
98 O 2.3021 0.0033 -1.0698  S96 1.486
99 O -0.2509 -0.7720 -0.9995  C93 1.391, S96 1.693
100 H -0.2031 0.6630 -2.3363  C93 1.090
101 H -1.7921 -0.0057 -2.0412  C93 1.090
102 H -1.6554 1.1005 0.3508  C94 1.090
103 H -0.9930 2.2876 -0.6904  C94 1.090
104 C -5.0585 -2.9791 -5.6669  C105 1.549, O110 1.501, H111 1.090, H112 1.090
105 C -6.2447 -3.2485 -4.7085  C104 1.549, O106 1.451, H113 1.090, H114 1.090
106 O -6.1909 -2.3097 -3.6029  C105 1.451, S107 1.646
107 S -5.3215 -0.9698 -3.9996  O106 1.646, O108 1.469, O109 1.463, O110 1.618
108 O -4.2102 -0.8417 -3.0478  S107 1.469
109 O -6.2547 0.1572 -4.0231  S107 1.463
110 O -4.9108 -1.4983 -5.4732  C104 1.501, S107 1.618
111 H -5.3565 -3.1154 -6.7064  C104 1.090
112 H -4.2003 -3.6251 -5.4815  C104 1.090
113 H -6.3108 -4.2920 -4.4007  C105 1.090
114 H -7.1616 -2.9582 -5.2214  C105 1.090
115 C 5.5198 -3.7259 0.2252  C116 1.539, O121 1.396, H122 1.090, H123 1.090
116 C 5.7544 -4.6763 -0.9619  C115 1.539, O117 1.408, H124 1.090, H125 1.090
117 O 5.6255 -3.9110 -2.1365  C116 1.408, S118 1.635
118 S 4.9017 -2.4692 -1.8706  O117 1.635, O119 1.439, O120 1.464, O121 1.707
119 O 3.4679 -2.5886 -1.8574  S118 1.439
120 O 5.4808 -1.4739 -2.7749  S118 1.464
121 O 5.4568 -2.4170 -0.2568  C115 1.396, S118 1.707
122 H 6.2213 -3.6862 1.0586  C115 1.090
123 H 4.5477 -3.9202 0.6785  C115 1.090
124 H 4.9403 -5.4003 -0.9943  C116 1.090
125 H 6.6144 -5.3376 -0.8566  C116 1.090

Values from the calculation:
2S+1: 2
Orbital gap (spin up / spin down), eV: 8.8215 / 3.4944
LUMO level (spin up / spin down), eV: -3.4 / -8.8
<S²>: 0.756
Total charge: +1

Atom charges from the Mulliken analysis, given in e for atoms 1 to 6:
1 O -0.12
2 C 0.69
3 O -0.29
4 C -0.69
5 C 0.20
6 C -0.03



In the order shown, the computed total energy values come out to -94706.4479 -181488.3613 eV.